{
  "formula": "C3H10NO2P",
  "method": "the ωB97M-V functional and the def2-TZVPD basis",
  "spin_multiplicity": 1,
  "gap_ev": 9.29,
  "e_lumo_ev": -0.012,
  "smiles": "CC(C)[P@](N)(=O)O",
  "homo_ev": -9.30,
  "total_charge": 0,
  "e_above_lowest_kcal_mol": 54.1,
  "symbols": ["P", "O", "O", "N", "C", "C", "C", "H", "H", "H", "H", "H", "H", "H", "H", "H", "H"],
  "positions_angstrom": [[-1.229, 0.013, -0.096], [-1.655, 1.127, 0.996], [-1.410, 0.495, -1.470], [-2.725, -1.190, 0.140], [1.478, -1.134, -0.192], [1.563, 1.420, -0.075], [0.924, 0.156, 0.362], [2.511, 1.481, 0.471], [2.482, -1.321, 0.195], [0.966, 2.287, 0.194], [-2.957, -1.326, -0.841], [1.522, -1.100, -1.278], [-2.398, 1.617, 0.633], [-2.524, -2.085, 0.558], [1.773, 1.425, -1.140], [0.848, -1.976, 0.095], [0.830, 0.109, 1.449]],
  "forces_ev_per_angstrom": [[-0.45, 0.50, 0.68], [0.44, -0.27, 0.18], [-0.03, -0.09, -0.88], [2.82, 1.87, -0.29], [0.16, -0.04, 0.08], [-0.23, 0.31, -0.21], [-2.84, -2.15, 0.73], [0.02, 0.06, -0.09], [0.11, 0.02, -0.08], [0.00, 0.12, -0.04], [0.04, -0.25, -0.02], [0.03, -0.01, -0.11], [-0.38, 0.16, 0.07], [0.12, -0.26, 0.16], [-0.05, 0.08, -0.13], [0.14, -0.06, 0.00], [0.12, 0.02, -0.06]]
}

=====

{
  "formula": "C3H10NO2S2",
  "method": "the ωB97M-V functional and the def2-TZVPD basis",
  "spin_multiplicity": 2,
  "gap_ev": [10.32, 6.04],
  "e_lumo_ev": [-8.145, -12.427],
  "homo_ev": [-18.47, -18.47],
  "s2": 0.7550,
  "total_charge": 2,
  "e_above_lowest_kcal_mol": 8.9,
  "symbols": ["S", "S", "O", "O", "N", "C", "C", "C", "H", "H", "H", "H", "H", "H", "H", "H", "H", "H"],
  "positions_angstrom": [[-3.814, -1.240, 0.117], [-2.313, -0.719, -1.082], [2.581, 1.232, -2.016], [0.248, -0.629, 2.660], [1.264, 0.565, 0.458], [-0.545, 0.044, 2.083], [-0.665, -0.669, -0.367], [-0.250, 0.432, 0.593], [2.144, 1.595, -2.801], [1.745, -0.345, 0.496], [-0.399, -1.631, 0.107], [-4.121, -2.429, -0.380], [-1.462, 0.434, 2.547], [3.230, 0.515, -2.129], [1.481, 0.915, -0.517], [-0.195, -0.628, -1.369], [1.662, 1.101, 1.239], [-0.590, 1.455, 0.362]],
  "forces_ev_per_angstrom": [[0.74, 0.86, 1.68], [-0.81, -0.89, -1.03], [-0.79, -0.17, 1.33], [0.19, -0.14, 0.00], [-0.39, -0.91, -0.54], [0.00, 0.29, -0.43], [0.06, -0.09, 0.26], [0.94, 0.98, 0.50], [0.91, -0.61, -0.19], [-0.26, 0.04, 0.30], [-0.41, 0.05, -0.37], [-0.35, -0.50, -1.07], [-0.12, -0.02, -0.06], [-0.39, 0.68, -0.96], [0.68, 0.47, 0.56], [0.38, 0.21, 0.51], [0.03, 0.34, -0.43], [-0.40, -0.55, -0.05]]
}

=====

{
  "formula": "C3H10NO3S",
  "method": "the ωB97M-V functional and the def2-TZVPD basis",
  "spin_multiplicity": 1,
  "gap_ev": 7.09,
  "e_lumo_ev": 3.654,
  "homo_ev": -3.44,
  "total_charge": -1,
  "e_above_lowest_kcal_mol": 14.1,
  "symbols": ["S", "O", "O", "O", "N", "C", "C", "C", "H", "H", "H", "H", "H", "H", "H", "H", "H", "H"],
  "positions_angstrom": [[-1.336, -2.164, 0.116], [1.993, 1.643, 0.510], [-3.225, 0.257, 1.536], [0.558, 3.005, 2.516], [1.148, -0.362, -0.236], [1.660, 0.873, -0.380], [0.860, -1.196, -1.379], [-0.614, -1.582, -1.470], [-3.862, -0.438, 1.330], [-1.235, -0.742, -1.788], [1.416, 3.031, 2.951], [0.711, 2.336, 1.825], [1.506, -2.077, -1.366], [1.913, 1.122, -1.428], [-2.394, -0.149, 1.229], [1.104, -0.674, -2.305], [0.484, -0.483, 0.532], [-0.689, -2.398, -2.193]],
  "forces_ev_per_angstrom": [[0.27, 0.13, 0.03], [-0.60, 0.03, 0.09], [-0.19, -0.01, 0.05], [0.04, -0.18, 0.03], [-0.45, 1.00, -0.08], [1.03, -0.36, -0.23], [-0.40, -0.17, -0.43], [-0.32, -0.52, 0.69], [0.19, 0.11, -0.02], [0.27, 0.10, -0.30], [-0.06, 0.05, -0.02], [0.06, 0.29, 0.10], [-0.18, -0.15, 0.23], [-0.06, -0.05, -0.04], [-0.01, -0.20, -0.11], [0.28, 0.34, -0.03], [0.22, -0.56, 0.21], [-0.08, 0.16, -0.18]]
}